(1)
16
Properties=species:S:1:pos:R:3 method="wB97M-V/def2-TZVPD" orbital_gap_ev=6.881 charge=-1 multiplicity=1 homo_energy_ev=-3.83
C 2.683 0.341 -0.361
C 0.418 2.311 0.070
S 2.235 2.029 0.146
H 2.384 -0.352 0.432
H 2.174 -0.066 -1.207
H 3.645 0.295 -0.862
H -0.227 1.805 0.859
H -0.013 1.762 -0.802
H 0.228 3.434 0.023
C -1.580 -1.924 0.762
C -2.388 -1.244 -0.457
O -1.741 -0.576 -1.273
O -3.631 -1.372 -0.493
H -1.461 -1.476 1.744
H -0.577 -2.115 0.269
H -2.148 -2.851 1.150

***

(2)
16
Properties=species:S:1:pos:R:3 method="wB97M-V/def2-TZVPD" orbital_gap_ev=7.641 charge=-1 multiplicity=1 homo_energy_ev=-4.19
O -0.042 -1.026 -1.070
C 0.053 -1.516 0.080
O 0.560 -0.976 1.087
C -0.551 -2.918 0.289
H -0.057 -3.364 1.153
H -1.599 -2.818 0.581
H -0.456 -3.527 -0.605
C 1.570 1.809 -0.455
S 0.261 2.990 -0.093
C -1.117 1.835 0.127
H 1.210 1.046 -1.140
H 1.907 1.305 0.448
H 2.410 2.339 -0.907
H -2.006 2.412 0.379
H -1.265 1.280 -0.795
H -0.879 1.129 0.920

***

Which of them is least stable? Easy: (1).

***

(1)
14
Properties=species:S:1:pos:R:3 method="wB97M-V/def2-TZVPD" orbital_gap_ev=7.989 multiplicity=1 homo_energy_ev=-8.62
C -0.316 0.272 1.566
C -1.433 -0.485 0.893
C 0.901 -0.026 -1.518
H 0.626 -0.337 1.546
H -0.006 1.128 0.980
H -1.964 0.485 0.206
H -1.957 -1.110 1.552
H 0.073 -1.809 0.105
H -1.123 -1.390 -2.262
H 1.541 0.265 -0.366
N -0.872 -1.361 -0.275
N -0.373 -0.634 -1.336
S 1.333 -0.029 -3.303
Cl -0.278 1.096 3.336

***

(2)
14
Properties=species:S:1:pos:R:3 method="wB97M-V/def2-TZVPD" orbital_gap_ev=9.329 multiplicity=1 homo_energy_ev=-8.93
C 1.789 0.385 -0.973
S 1.294 0.237 0.754
C -0.125 -0.543 0.429
C -1.372 0.295 1.067
Cl -1.935 1.351 -0.407
N -0.175 -1.636 -0.119
N 0.980 -1.936 -0.872
H 2.934 0.438 -1.036
H 1.120 -0.541 -1.595
H 1.385 1.567 -1.030
H -2.131 -0.542 1.371
H -1.231 0.983 2.056
H 1.740 -1.587 -0.287
H 0.990 -2.896 -0.814

***

Which of them is least stable? Easy: (1).

***

(1)
18
Properties=species:S:1:pos:R:3 method="wB97M-V/def2-TZVPD" s_squared=0.755 orbital_gap_ev="5.649 / 7.876" charge=-1 multiplicity=2 homo_energy_ev="-1.34 / -3.64"
O 0.347 -2.011 0.037
C -0.502 -2.214 0.978
N -1.390 -1.357 1.418
C 0.219 1.428 0.660
C 1.517 0.533 -0.256
C 0.221 1.273 -0.764
C -0.926 0.485 -1.380
H -0.399 -3.270 1.482
H -2.023 -1.778 2.125
H -0.338 0.775 1.274
H 0.654 2.323 1.153
H 1.835 -0.150 -1.074
H 1.636 -0.184 0.538
H 2.360 1.281 -0.213
H 0.517 2.115 -1.416
H -1.867 1.085 -1.453
H -1.160 -0.392 -0.766
H -0.701 0.058 -2.345

***

(2)
18
Properties=species:S:1:pos:R:3 method="wB97M-V/def2-TZVPD" s_squared=0.750 orbital_gap_ev="2.933 / 8.073" charge=-1 multiplicity=2 homo_energy_ev="1.13 / -4.20"
C 1.103 0.685 -1.351
N -0.161 -2.044 -1.170
C 0.198 -1.276 -0.060
C 0.751 -0.053 -0.086
C 1.085 0.590 1.215
C 0.620 1.787 1.615
H 0.872 1.757 -1.254
H 0.486 0.380 -2.226
H 2.162 0.634 -1.597
H 0.090 -1.692 -2.079
H -0.144 -3.050 -1.045
H 0.016 -1.817 0.865
H 1.619 -0.018 1.926
H -0.034 2.391 1.021
H 0.904 2.278 2.548
H -1.908 0.082 0.182
H -3.124 0.566 -0.550
O -2.822 0.350 0.344

***

Which of them is least stable? Easy: (1).

***

(1)
6
Properties=species:S:1:pos:R:3 method="wB97M-V/def2-TZVPD" smiles="NC=O" orbital_gap_ev=10.763 multiplicity=1 homo_energy_ev=-10.07
N -0.997 -0.201 -0.332
C 0.192 -0.290 0.296
O 1.107 0.466 -0.030
H -1.264 0.717 -0.884
H -1.905 -0.373 0.451
H 0.139 -0.931 1.228

***

(2)
6
Properties=species:S:1:pos:R:3 method="wB97M-V/def2-TZVPD" smiles="C=NO" orbital_gap_ev=11.232 multiplicity=1 homo_energy_ev=-10.40
C -1.131 0.223 -0.064
N -0.091 -0.556 0.020
O 1.203 0.080 -0.035
H -1.116 1.365 -0.036
H -2.102 -0.433 0.223
H 1.013 0.989 0.337

***

(3)
6
Properties=species:S:1:pos:R:3 method="wB97M-V/def2-TZVPD" smiles="NC=O" orbital_gap_ev=10.980 multiplicity=1 homo_energy_ev=-10.05
N -0.111 0.410 0.048
C 1.013 -0.298 -0.026
O 2.132 0.158 -0.005
H -0.897 -0.131 -0.299
H 0.100 1.343 -0.176
H 0.922 -1.363 0.043

***

(4)
6
Properties=species:S:1:pos:R:3 method="wB97M-V/def2-TZVPD" smiles="NC=O" orbital_gap_ev=10.941 multiplicity=1 homo_energy_ev=-10.24
N 0.646 -0.280 -0.305
C -0.602 0.275 -0.058
O -1.588 -0.386 -0.138
H 0.821 -1.344 0.360
H 1.347 0.416 0.267
H -0.623 1.319 -0.127

***

Which of them is least stable? Easy: (2).